No. 1
Molecular formula: C35H34BF3O2
Method: DFT, the ωB97M-V functional and the def2-TZVPD basis

Last column: Mulliken charge in e.
Positions of all 75 atoms, in Å:
C -3.64332 -2.00590 -1.04767  -1.44
C -3.74298 -0.57705 -0.50905  1.61
C -4.99512 0.18440 -0.88683  -1.97
C -3.31664 -0.52353 1.03970  1.67
C -4.16155 0.31940 1.96962  -1.94
C -3.19232 -1.88677 1.69055  -1.73
O -1.98783 0.00144 1.01474  -0.39
B -1.66310 -0.06540 -0.35179  0.36
C -0.41968 -1.02363 -0.61062  0.14
C 0.37969 -1.41165 0.45930  -0.34
C 1.84009 -1.69688 0.22496  2.58
C 2.00123 -2.50339 -1.00669  0.14
C 3.35890 -3.05547 -1.33919  0.38
F 3.46557 -4.39966 -1.06599  -0.28
F 3.67973 -2.90922 -2.66302  -0.30
F 4.33818 -2.39643 -0.62453  -0.17
C 1.03109 -2.45167 -1.97585  -1.15
C -0.09791 -1.60710 -1.86144  -0.80
C 2.64272 -2.01549 1.49817  -0.24
C 2.01561 -2.83455 2.57074  -0.73
C 3.04955 -3.46623 1.73334  -0.62
O -2.69101 0.14243 -1.23581  -0.60
H -4.38663 -2.70822 -0.64049  0.37
H -3.72313 -1.98064 -2.13932  0.37
H -2.62358 -2.39747 -0.89586  0.13
H -5.88768 -0.28330 -0.46042  0.36
H -4.91273 1.22273 -0.54068  0.34
H -5.08597 0.24320 -1.97914  0.43
H -5.19641 -0.05414 1.96456  0.36
H -3.74519 0.26185 2.98751  0.49
H -4.13913 1.37776 1.70353  0.24
H -4.11219 -2.46928 1.58240  0.34
H -2.34976 -2.46100 1.30328  0.30
H -2.96156 -1.75493 2.75184  0.42
H 0.02827 -1.36935 1.50464  0.55
H 2.31556 -0.79895 -0.15958  -1.49
H 1.10711 -3.12672 -2.83171  0.48
H -0.71662 -1.36152 -2.73015  0.51
H 3.38543 -1.28097 1.79014  -0.06
H 2.37650 -2.66038 3.59062  0.33
H 0.97113 -3.07649 2.39269  0.21
H 2.77275 -4.19793 0.98118  0.28
H 3.99764 -3.62035 2.24997  0.24
C 0.68115 1.41778 0.09249  2.47
C -0.09251 2.37609 0.90362  1.26
C -1.45533 2.71397 0.70250  0.35
C -2.02611 3.83014 1.32095  -1.37
C -1.25011 4.65884 2.14434  -0.59
C 0.11637 4.40950 2.29751  -1.01
C 0.66756 3.28855 1.68840  -0.50
C 2.08901 1.30272 0.30787  -0.56
C 2.74593 1.12089 -0.97395  -0.36
C 4.08340 0.76275 -1.02187  -0.24
C 4.75012 0.59306 0.19694  -0.71
C 4.10837 0.71163 1.44176  -1.01
C 2.73770 1.01043 1.50480  0.61
C 1.71816 1.21195 -2.01626  -0.32
C 0.45932 1.49867 -1.37361  0.28
C -0.56108 2.05451 -2.14499  0.20
C -0.36410 2.22885 -3.52394  -1.08
C 0.80918 1.78693 -4.15431  -0.98
C 1.86634 1.26950 -3.39400  -0.31
H -2.09120 2.13070 0.03595  -0.24
H -3.08202 4.06674 1.14610  0.44
H -1.70497 5.49485 2.67308  0.37
H 0.77275 5.06118 2.88256  0.43
H 1.75504 3.21300 1.71881  0.30
H 4.55947 0.66560 -2.00243  0.43
H 5.80687 0.34368 0.18324  0.41
H 4.65792 0.57172 2.38249  0.42
H 2.13942 0.90766 2.42433  0.48
H -1.46662 2.46261 -1.70152  0.20
H -1.13873 2.72622 -4.11400  0.45
H 0.89514 1.85164 -5.24090  0.38
H 2.80880 0.93616 -3.83364  0.43

* total energy: -49768.014 eV
* lowest unoccupied orbital energy: -1.739 eV
* orbital gap: 4.6 eV
* relative energy (zero: lowest compared OMol25 entry of this formula, charge and spin): 155.4 kJ/mol
* 2S+1: 1
* charge: 0
* max |F|: 0.0508 Eh/bohr
* highest occupied orbital energy: -0.2328 Eh


No. 2
Molecular formula: C29H55FNO15P2
Method: DFT, the ωB97M-V functional and the def2-TZVPD basis

Last column: Mulliken charge in e.
Positions of all 103 atoms, in Å:
C 0.94048 -2.90015 -0.82086  -0.84
C 0.91496 -1.68427 -0.23865  0.57
C -0.28145 -0.83986 -0.01022  -1.16
P -0.53695 1.04407 -0.49952  2.33
C 0.35561 1.55250 1.15340  -1.76
O 1.62074 0.89980 1.30432  0.09
C 2.05054 0.75485 2.62094  -0.42
O 2.77414 -0.43259 2.77400  -0.44
C 4.11666 -0.36812 2.33506  -0.09
C 4.47113 -1.56375 1.47181  -0.13
O 3.91300 -2.76770 1.99812  -0.63
C -0.89137 3.01629 -0.73181  -1.32
C -1.59327 3.62557 -1.87505  -0.17
O -1.08677 4.21457 -2.79144  -0.62
F -2.94238 3.55959 -1.87433  -0.20
C 1.06440 1.31059 -1.52438  -1.96
C 1.72553 0.27530 -2.46554  1.82
C 3.11527 -0.10785 -1.89007  -1.38
C 2.00647 0.89227 -3.85782  -1.29
O -2.00747 0.83654 0.51143  -0.76
C -3.27264 1.40006 0.41806  -1.35
C -4.36980 0.40886 -0.04803  2.72
C -5.35818 1.06455 -1.01933  -1.78
C -5.03899 -0.23827 1.17235  -1.50
C -6.16100 -1.23828 0.88219  1.01
C -5.86827 -2.14743 -0.31139  -1.50
C -6.48192 -2.07395 2.11822  -1.58
P -1.88084 0.52813 -2.31772  0.06
N -1.09286 1.11181 -3.75716  -0.30
O -1.77911 -1.11408 -2.55841  -0.76
H 1.74187 -3.58548 -0.56353  0.20
H 0.19360 -3.23563 -1.53161  0.27
H 1.86020 -1.32479 0.15128  -0.38
H -1.18320 -1.41696 -0.21778  0.90
H -0.33727 -0.78279 1.08215  0.45
H 0.50124 2.63716 1.23691  0.19
H -0.28924 1.28053 1.99203  0.60
H 2.68811 1.61157 2.89163  0.24
H 1.20867 0.68250 3.31381  0.34
H 4.31125 0.53927 1.76195  0.36
H 4.78415 -0.34244 3.20136  0.32
H 4.12202 -1.41708 0.44966  -0.15
H 5.55914 -1.66411 1.42363  0.37
H 3.38313 -3.16623 1.30621  0.33
H 0.07348 3.51680 -0.73168  0.56
H -1.39198 3.36791 0.17475  0.75
H 1.85065 1.77852 -0.92628  0.65
H 0.79231 2.12501 -2.20021  0.48
H 1.16033 -0.63262 -2.66537  -0.37
H 3.32572 -1.16560 -2.05722  0.31
H 3.14576 0.06081 -0.81412  -0.21
H 3.89378 0.51718 -2.32514  0.53
H 1.21998 0.67176 -4.56609  -0.22
H 2.15417 1.97000 -3.76945  0.29
H 2.92627 0.48407 -4.28351  0.59
H -3.57477 1.67068 1.44628  0.22
H -3.39785 2.33852 -0.11622  0.15
H -3.84855 -0.39513 -0.56948  -0.32
H -5.11667 0.79110 -2.04597  0.25
H -6.39595 0.78200 -0.83333  0.44
H -5.32147 2.15411 -0.97456  0.37
H -4.25150 -0.73125 1.74982  0.33
H -5.44986 0.56618 1.79262  0.32
H -7.05856 -0.66493 0.62758  0.20
H -5.93778 -1.60954 -1.25521  0.30
H -4.87814 -2.60184 -0.24177  0.23
H -6.59968 -2.95847 -0.34174  0.48
H -5.62169 -2.66806 2.41261  0.17
H -7.28912 -2.76695 1.86310  0.49
H -6.82375 -1.46279 2.95191  0.38
H -0.97943 0.37396 -4.44364  0.25
H -1.67538 1.81600 -4.19492  0.25
H -0.86571 -1.42636 -2.54650  0.35
C -3.33491 -5.41023 4.88274  -0.30
C -2.37626 -4.62606 5.75916  -0.33
O -2.57992 -3.28871 5.30780  -0.31
C -3.81136 -3.20392 4.74469  0.62
O -4.33617 -2.19840 4.41164  -0.46
O -4.35052 -4.44461 4.60617  -0.32
H -3.76413 -6.27774 5.37734  0.27
H -2.87867 -5.72036 3.94117  0.27
H -2.63812 -4.68489 6.81785  0.26
H -1.33621 -4.91295 5.63002  0.29
C 1.95448 2.37198 -8.36706  -0.37
C 0.58359 2.43074 -7.71807  -0.28
O 0.39036 1.07747 -7.30690  -0.31
C 1.60503 0.49366 -7.16080  0.78
O 1.78710 -0.55230 -6.64136  -0.51
O 2.57785 1.29689 -7.66431  -0.34
H 2.53085 3.28517 -8.24511  0.29
H 1.90240 2.11670 -9.42792  0.26
H 0.56432 3.07178 -6.83520  0.24
H -0.20607 2.73422 -8.40045  0.31
C 7.23363 2.48507 5.68188  -0.30
C 8.62004 2.23978 5.11608  -0.32
O 8.33867 1.46346 3.95118  -0.33
C 7.06225 1.72113 3.56141  0.62
O 6.57701 1.36117 2.54511  -0.44
O 6.41939 2.44611 4.51037  -0.30
H 7.13145 3.44527 6.18022  0.27
H 6.91345 1.69152 6.35940  0.26
H 9.11499 3.16421 4.81221  0.25
H 9.27157 1.68826 5.78863  0.29

* total energy: -84460.881 eV
* lowest unoccupied orbital energy: 1.902 eV
* orbital gap: 5.2 eV
* relative energy (zero: lowest compared OMol25 entry of this formula, charge and spin): 55.5 kJ/mol
* 2S+1: 1
* charge: -1
* max |F|: 0.0297 Eh/bohr
* highest occupied orbital energy: -0.1197 Eh


No. 3
Molecular formula: C3H6N2O2
Method: DFT, the ωB97M-V functional and the def2-TZVPD basis

Last column: natural (NBO) charge in e.
Positions of all 13 atoms, in Å:
C 0.93487 0.36064 -1.00958  -0.51
N -0.02596 0.50411 1.10780  -0.42
C -0.56717 0.47095 -1.24953  0.74
C 0.49566 -0.52254 0.17170  0.07
O -0.90905 0.09797 2.12620  -0.58
N -0.62128 -1.02072 -0.57564  -0.72
O -1.30020 1.01325 -2.00518  -0.50
H -0.66230 -0.79614 2.41422  0.46
H -0.05401 1.52166 1.08119  0.39
H -1.36105 -1.56984 -0.15522  0.39
H 1.40173 1.31766 -0.77919  0.22
H 1.50203 -0.14344 -1.78542  0.25
H 1.16672 -1.23355 0.65864  0.20

* total energy: -10279.366 eV
* lowest unoccupied orbital energy: 0.801 eV
* orbital gap: 9.1 eV
* relative energy (zero: lowest compared OMol25 entry of this formula, charge and spin): 524.1 kJ/mol
* 2S+1: 1
* charge: 0
* max |F|: 0.0920 Eh/bohr
* highest occupied orbital energy: -0.3061 Eh


No. 4
Molecular formula: C5H9NO
Method: DFT, the ωB97M-V functional and the def2-TZVPD basis

Last column: natural (NBO) charge in e.
Positions of all 16 atoms, in Å:
C -1.36960 0.02189 0.88485  -0.61
C -0.14097 -0.86161 0.70059  -0.08
N -0.27238 -1.64767 -0.52222  -0.55
C 0.16399 -1.55408 -1.64333  0.87
O 0.52965 -1.56986 -2.76086  -0.52
C 1.17991 -0.12606 0.69548  -0.19
C 1.33897 1.19138 0.75190  -0.38
H -1.43076 0.77679 0.09491  0.21
H -1.33239 0.52715 1.85540  0.22
H -2.27456 -0.59012 0.84346  0.23
H -0.12175 -1.59196 1.51858  0.21
H -0.55767 1.04349 -2.50979  0.01
H 2.05425 -0.77201 0.60890  0.21
H 2.32882 1.63666 0.70996  0.21
H 0.50072 1.87876 0.83576  0.20
H -0.59623 1.63724 -2.06359  -0.01

* total energy: -8867.056 eV
* lowest unoccupied orbital energy: 0.958 eV
* orbital gap: 11.1 eV
* relative energy (zero: lowest compared OMol25 entry of this formula, charge and spin): 208.0 kJ/mol
* 2S+1: 1
* SMILES: C=C[C@@H](C)N=C=O.[H][H]
* charge: 0
* max |F|: 0.0148 Eh/bohr
* highest occupied orbital energy: -0.3715 Eh